Record 1
{
  "formula": "C56H43N6OSTm",
  "method": "the ωB97M-V functional and the def2-TZVPD basis",
  "energy_ha": -4047.1747,
  "spin_multiplicity": 3,
  "gap_ev": [5.789, 5.787],
  "fmax_ha_per_bohr": 0.0296,
  "e_lumo_ev": [-1.0, -1.0],
  "homo_ev": [-6.8, -6.8],
  "species": ["C", "H", "H", "C", "O", "C", "H", "H", "C", "C", "H", "C", "H", "C", "C", "C", "C", "H", "C", "H", "C", "H", "N", "H", "C", "C", "H", "C", "H", "H", "H", "C", "C", "C", "C", "C", "H", "N", "H", "H", "H", "C", "H", "H", "H", "H", "C", "C", "N", "C", "H", "C", "H", "H", "H", "H", "C", "C", "H", "H", "C", "C", "C", "C", "H", "H", "C", "C", "H", "C", "C", "C", "Tm", "H", "C", "S", "C", "C", "H", "N", "N", "H", "C", "H", "C", "H", "C", "H", "C", "N", "C", "C", "H", "C", "C", "C", "C", "H", "C", "C", "H", "C", "H", "C", "C", "C", "H", "C"],
  "positions_angstrom": [[-0.7305, 5.2619, -3.6660], [2.0602, 0.3816, 4.8352], [3.4305, 1.8757, -3.7484], [3.6606, -0.7709, -3.1716], [0.9357, 1.6602, 0.8132], [-0.0062, -6.5597, 2.8530], [-0.3450, 5.2078, -0.3082], [2.0165, -1.9879, 4.1284], [-0.4782, 7.4940, -2.8061], [0.6846, -2.5482, -0.0773], [-5.1884, 2.6365, -1.4170], [-0.5736, -5.4932, 0.7721], [5.9716, -0.8388, 1.9478], [-4.0462, 0.0769, -0.7169], [4.8952, -1.1043, -2.6202], [2.4712, 1.9099, -3.2566], [5.3223, -0.1227, 1.4596], [-0.8683, -5.5579, -0.2685], [3.9770, -0.0841, 1.7859], [1.0884, -0.0008, 6.2607], [1.8384, -3.3765, -0.3197], [-0.7574, 7.0247, -4.8812], [0.0637, -0.0708, 4.4638], [6.9239, -1.6878, -3.0015], [-6.3831, -0.0896, 0.2421], [4.5907, -1.1148, -5.3774], [2.9901, 2.4170, -0.2690], [-7.7507, -0.2330, 0.0585], [5.4012, 2.3633, -0.8370], [-1.9576, 1.6809, 5.0753], [-2.6572, 0.6995, 6.3761], [-2.9991, -3.0102, 0.8373], [5.8389, 0.7636, 0.5233], [1.7731, -1.7279, 5.1588], [-7.4436, -0.1592, -2.3193], [-0.6683, 3.2758, -2.1110], [0.1038, -3.1848, 3.1449], [-2.0943, 1.4669, -1.2666], [4.4681, -1.1247, -6.4530], [2.6622, -1.8534, 5.7777], [3.5437, -3.0582, -1.6432], [-3.1692, 3.4295, -1.7312], [-8.4029, -0.3059, 0.9197], [1.7804, 3.9757, -3.4995], [-0.4241, 8.5625, -2.9709], [-0.5320, -7.6146, 1.0595], [1.6915, 0.9344, 1.5334], [1.2926, -0.2803, 5.2254], [0.6538, 1.2007, -2.0710], [2.0048, -1.4337, -1.4533], [0.9983, -2.4088, 5.5170], [-0.0235, -4.1622, 2.6937], [0.4574, -5.2390, 4.4821], [-1.0220, 1.3610, 6.5475], [-3.3187, 4.4636, -1.9989], [6.6463, -1.7263, -5.4531], [5.9643, -1.4389, -3.4379], [2.6282, -2.7082, -1.1977], [-1.9138, -0.7147, 4.4754], [-5.4190, 0.0792, -2.9918], [0.1087, 0.2798, 3.1651], [-1.7374, 0.9377, 5.8404], [-0.3857, -6.6462, 1.5214], [-8.2826, -0.2827, -1.2211], [1.9922, -4.3666, 0.0771], [-0.8826, 4.5854, -4.4987], [1.6425, 2.9769, -3.1176], [-0.6636, 6.6319, -3.8765], [-0.9759, -1.0857, 5.9281], [1.8586, 0.8047, -2.5605], [-3.3723, -1.0518, -0.2121], [3.6503, 1.7012, 0.2044], [-0.4003, 0.4343, -0.2469], [3.5640, -0.7458, 2.5339], [-3.4331, 1.2706, -1.1367], [-1.3560, 0.5761, 2.3289], [-3.9964, -2.2067, 0.3989], [-0.3645, 6.9813, -1.5217], [-9.3473, -0.4179, -1.3628], [-2.0188, -1.2066, -0.1792], [0.8399, -1.3633, -0.7369], [2.5656, -0.5176, -4.9952], [-1.8949, 2.7599, -1.6596], [-3.0968, -3.9487, 1.3600], [-4.1187, 2.5026, -1.4408], [5.0099, -1.0998, -1.5455], [-1.1826, -0.3195, 5.1780], [0.1592, -7.4606, 3.4301], [-0.6121, 4.7415, -2.3817], [1.3555, 0.3080, 2.6477], [-0.4330, 5.6125, -1.3093], [0.4849, 2.5183, -2.3891], [-5.0549, -2.3762, 0.4935], [-5.5282, -0.0023, -0.8537], [3.5243, -0.7734, -4.5604], [0.1669, -5.3150, 3.4415], [2.4687, -0.4461, -2.3398], [-0.2168, 7.6468, -0.6805], [3.1329, 0.8302, 1.1595], [-0.3796, -4.2433, 1.3503], [6.8925, 0.7365, 0.2731], [-0.4939, -2.9805, 0.5613], [-7.8544, -0.1828, -3.3206], [5.0001, 1.6744, -0.1039], [-6.0770, -0.0144, -2.1365], [5.8149, -1.4508, -4.8171], [-5.9716, -0.0273, 1.2421], [-1.7569, -2.3904, 0.4425]],
  "atomic_forces_ev_per_a": [[0.0, -0.1, 0.0], [0.0, 0.0, 0.1], [0.0, 0.0, 0.0], [0.0, 0.0, 0.0], [1.1, 0.6, 0.4], [0.0, 0.0, 0.0], [0.0, 0.0, 0.0], [0.0, 0.0, 0.0], [0.0, 0.0, 0.0], [-0.1, 0.1, 0.0], [0.0, 0.0, 0.0], [0.0, 0.0, 0.0], [0.0, 0.0, 0.0], [0.1, -0.1, 0.2], [0.0, 0.0, 0.0], [0.0, 0.0, 0.0], [0.0, -0.1, 0.0], [0.0, 0.0, 0.0], [-0.1, 0.0, 0.0], [0.0, 0.0, 0.0], [0.0, 0.0, 0.0], [0.0, 0.0, 0.0], [0.1, 0.0, -0.2], [0.0, 0.0, 0.0], [0.1, 0.1, 0.0], [0.0, 0.0, 0.0], [0.0, 0.0, 0.0], [0.0, 0.0, 0.0], [0.0, 0.0, 0.0], [0.0, 0.0, 0.0], [0.0, 0.0, 0.0], [-0.1, 0.0, 0.1], [0.0, 0.0, -0.1], [-0.1, 0.2, 0.0], [0.0, 0.0, 0.0], [-0.1, -0.1, -0.1], [0.0, 0.0, 0.0], [-0.2, 0.0, -0.2], [0.0, 0.0, 0.0], [0.0, -0.1, 0.0], [0.0, 0.0, 0.0], [-0.1, 0.0, 0.0], [0.0, 0.0, 0.0], [0.0, 0.0, 0.0], [0.0, 0.0, 0.0], [0.0, 0.0, 0.0], [0.3, 0.2, 1.0], [0.2, -0.2, 0.0], [0.2, 0.2, -0.4], [0.0, 0.1, -0.2], [0.0, 0.0, 0.0], [0.0, 0.0, 0.0], [0.0, 0.0, 0.0], [0.0, 0.0, 0.0], [0.0, 0.0, 0.0], [0.0, 0.0, 0.0], [0.1, 0.0, 0.0], [0.0, 0.0, 0.0], [0.0, -0.1, 0.0], [0.0, 0.0, 0.0], [-0.4, 0.1, 0.1], [0.1, -0.1, -0.1], [0.0, 0.0, 0.0], [0.0, 0.0, 0.0], [0.0, 0.0, 0.0], [0.0, 0.0, 0.0], [0.0, 0.0, 0.0], [0.0, 0.0, -0.1], [0.0, 0.0, 0.0], [0.0, 0.0, 0.0], [0.0, 0.2, -0.1], [-0.1, 0.1, 0.1], [-1.4, -0.7, -0.1], [0.0, 0.0, 0.0], [0.0, -0.1, 0.1], [-0.2, -0.1, 0.4], [0.0, 0.0, 0.0], [0.0, 0.0, 0.0], [0.0, 0.0, 0.0], [-0.1, -0.1, -0.1], [0.1, -0.3, -0.2], [0.0, 0.0, 0.0], [0.1, -0.1, -0.2], [0.0, 0.0, 0.0], [0.0, 0.1, 0.0], [0.0, 0.1, 0.1], [-0.1, 0.2, 0.0], [0.0, 0.0, 0.0], [0.0, 0.0, 0.1], [0.4, -0.2, -0.3], [0.0, 0.0, -0.1], [0.0, -0.1, -0.1], [0.0, 0.0, 0.0], [-0.1, 0.0, 0.0], [0.0, 0.0, 0.0], [0.0, 0.0, 0.0], [-0.1, -0.1, 0.1], [0.0, 0.0, 0.0], [0.1, 0.1, -0.1], [0.0, 0.0, 0.1], [0.0, 0.0, 0.0], [0.1, 0.0, -0.1], [0.0, 0.0, 0.0], [0.1, 0.0, -0.1], [0.0, 0.0, 0.1], [0.0, 0.0, 0.0], [0.0, -0.1, 0.0], [0.1, 0.0, -0.2]],
  "lowdin_spin": [0.00, 0.00, 0.00, 0.00, 0.00, 0.00, 0.00, 0.00, 0.00, 0.00, 0.00, 0.00, 0.00, 0.00, 0.00, 0.00, 0.00, 0.00, 0.00, 0.00, 0.00, 0.00, 0.00, 0.00, 0.00, 0.00, 0.00, 0.00, 0.00, 0.00, 0.00, 0.00, 0.00, 0.00, 0.00, 0.00, 0.00, 0.00, 0.00, 0.00, 0.00, 0.00, 0.00, 0.00, 0.00, 0.00, 0.00, 0.00, 0.00, 0.00, 0.00, 0.00, 0.00, 0.00, 0.00, 0.00, 0.00, 0.00, 0.00, 0.00, 0.00, 0.00, 0.00, 0.00, 0.00, 0.00, 0.00, 0.00, 0.00, 0.00, 0.00, 0.00, 2.01, 0.00, 0.00, 0.00, 0.00, 0.00, 0.00, 0.00, 0.00, 0.00, 0.00, 0.00, 0.00, 0.00, 0.00, 0.00, 0.00, 0.00, 0.00, 0.00, 0.00, 0.00, 0.00, 0.00, 0.00, 0.00, 0.00, 0.00, 0.00, 0.00, 0.00, 0.00, 0.00, 0.00, 0.00, 0.00]
}


Record 2
{
  "formula": "C56H44INO5P3RuTe",
  "method": "the ωB97M-V functional and the def2-TZVPD basis",
  "energy_ha": -4276.1054,
  "spin_multiplicity": 2,
  "charge": -2,
  "gap_ev": [6.033, 5.968],
  "fmax_ha_per_bohr": 0.0305,
  "e_lumo_ev": [3.8, 3.8],
  "homo_ev": [-2.2, -2.2],
  "species": ["C", "H", "C", "H", "H", "C", "H", "O", "I", "C", "C", "C", "C", "H", "C", "C", "C", "H", "C", "C", "C", "C", "H", "H", "H", "C", "H", "C", "H", "H", "O", "H", "H", "H", "C", "H", "C", "N", "H", "C", "H", "C", "C", "C", "C", "C", "H", "C", "H", "C", "H", "Ru", "O", "P", "H", "C", "C", "C", "C", "H", "O", "H", "C", "H", "C", "H", "O", "C", "H", "H", "C", "C", "H", "H", "H", "C", "C", "C", "C", "H", "H", "C", "C", "C", "C", "C", "P", "H", "H", "C", "P", "H", "C", "H", "H", "C", "C", "H", "C", "H", "H", "C", "C", "H", "C", "H", "C", "C", "Te", "C", "H", "C"],
  "positions_angstrom": [[0.1335, -3.2967, 0.8021], [-3.6957, -2.6307, -0.5274], [-0.3018, -2.9743, 2.0882], [-0.5262, -6.0926, 3.3988], [-1.9475, -0.4810, 1.5142], [-2.3931, 2.9096, 4.7174], [4.5388, -5.6472, 1.5537], [0.0941, -0.0279, 1.8031], [-0.7913, 0.3214, -2.8448], [-1.6653, 4.7246, 1.4708], [6.2844, 1.2600, 1.8001], [0.1137, -5.6339, 1.4018], [0.9747, 3.3687, 2.4448], [-7.1760, -0.1615, -0.9202], [-2.0090, 3.8662, 3.7883], [6.2723, 0.7622, 0.5006], [-5.6565, 5.5517, -1.1509], [0.7136, -4.8928, -0.5154], [-0.5421, -3.9799, 3.0167], [3.2141, 1.8261, -4.4545], [-5.7655, 5.0320, 0.1324], [3.8590, 0.6329, 0.5560], [-0.8714, 5.2999, 1.9449], [1.8854, -4.3520, -4.5636], [-3.0515, 2.4733, -2.9341], [-3.1621, 1.5198, 2.9257], [-1.8283, 3.4247, -2.1615], [-2.8221, 3.4894, -2.6075], [-6.3067, 6.3569, -1.4742], [0.2929, -6.6680, 1.1313], [1.4473, 3.3693, 4.8379], [5.5560, -4.7850, -3.1270], [-1.8866, -1.9044, 0.4746], [-0.3959, -1.9391, 2.3806], [-6.1252, -0.2845, -0.6863], [2.3189, -3.1824, -2.4125], [2.3508, -1.7353, -0.3134], [5.6623, -6.1402, -1.5809], [-2.7718, 4.1311, -3.4895], [0.2613, -2.8866, -1.9728], [-1.8748, -2.7576, -1.7897], [-0.3414, -5.3088, 2.6729], [-4.9182, 4.0063, 0.5224], [-2.7630, 2.4668, 1.9848], [2.5967, 2.0934, -2.1408], [5.3761, -6.3370, -0.2927], [4.4497, -2.9957, -1.8152], [-1.0491, -3.1298, -2.3848], [-1.5236, 4.7769, 4.1234], [1.0741, 2.7852, 3.8482], [-0.8717, -3.7164, 4.0141], [-0.2887, 0.1351, -0.2312], [0.5154, 0.5649, 4.7103], [2.3117, 0.0511, -0.2723], [-1.2387, 4.2845, 0.5672], [-5.5161, -1.5250, -0.7883], [4.7570, -5.3991, 0.5203], [-4.0165, 0.6881, 0.0181], [5.0890, 1.4458, 2.4731], [-2.4725, 5.4006, 1.1781], [1.2656, 4.5065, 2.1262], [5.0783, 1.8365, 3.4832], [-2.9721, 1.7280, 4.2846], [-2.3292, -3.9751, -3.8774], [0.3486, -4.6334, 0.4712], [-2.2055, 3.0742, 5.7713], [0.1679, 2.3053, 0.3661], [-4.7032, 5.0391, -2.0164], [5.0704, 0.0773, -1.1313], [3.1391, -1.1637, -2.8534], [4.4038, -4.1617, -0.0100], [-2.1660, 3.6639, 2.4193], [3.5882, -0.1913, -5.0923], [-3.2442, 0.9556, 4.9932], [2.7432, 3.7113, -3.5320], [0.4779, 2.2753, 1.6034], [3.8853, 1.1248, 1.8535], [2.7143, 0.7176, -1.9433], [-3.8442, 4.0066, -1.6344], [-6.4995, 5.4221, 0.8280], [-5.8317, 1.7931, -0.2851], [4.7062, -3.9421, -1.3501], [1.3057, -3.3469, -2.7577], [0.3969, 1.0964, 2.3562], [-3.4154, -0.5762, -0.0159], [-4.1748, -1.6597, -0.4577], [-2.8523, 2.0840, 0.1952], [7.2256, 1.5005, 2.2809], [2.9613, 1.2533, 2.3955], [-5.3669, 0.8155, -0.3031], [0.5757, -1.9916, -0.3984], [-6.0802, -2.3901, -1.1185], [-2.0233, -0.8349, 0.4889], [-3.6194, 0.5967, 2.5883], [2.2783, 2.7281, -1.3193], [-0.2501, -4.2480, -4.3570], [3.0738, -0.0917, -3.0104], [-4.9973, 3.6056, 1.5268], [-3.9573, 3.4790, -0.3424], [7.2033, 0.6088, -0.0332], [5.6448, -7.3082, 0.1143], [-1.3056, -3.8118, -3.5618], [3.3236, 0.4566, -4.2640], [-4.6065, 5.4490, -3.0163], [2.8485, 2.6423, -3.3877], [3.3980, 2.2580, -5.4316], [0.6326, 1.3328, 3.7703], [1.0553, -4.0175, -3.9517], [3.4113, -2.7040, 1.1594], [5.3212, -4.9475, -2.0788], [-0.4479, -4.7583, -5.2929], [5.0711, 0.4574, -0.1169]],
  "atomic_forces_ev_per_a": [[-0.2, 0.0, 0.1], [-0.1, 0.0, 0.1], [0.2, -0.2, 0.1], [0.0, 0.0, 0.0], [-0.2, -0.2, 0.2], [0.0, 0.0, 0.0], [0.0, 0.0, 0.0], [0.1, 0.2, 0.6], [-0.1, 0.2, -0.2], [-0.2, 0.0, 0.0], [0.0, 0.0, -0.1], [0.0, 0.0, 0.0], [0.1, -0.1, 0.2], [0.0, 0.0, 0.0], [0.0, 0.0, 0.0], [0.0, 0.0, 0.0], [0.0, 0.0, 0.0], [0.0, 0.0, 0.0], [0.1, 0.0, -0.1], [0.0, 0.0, 0.1], [0.0, 0.0, 0.0], [-0.1, -0.2, 0.1], [-0.1, 0.0, 0.0], [0.0, 0.0, 0.0], [0.0, 0.0, 0.0], [0.0, 0.0, 0.1], [0.0, 0.0, 0.0], [0.0, 0.0, 0.0], [0.0, 0.0, 0.0], [0.0, 0.0, 0.0], [0.0, 0.1, 0.1], [0.0, 0.0, 0.0], [-0.1, -0.2, 0.2], [-0.1, 0.0, 0.0], [0.0, 0.1, 0.0], [0.0, 0.0, -0.1], [-0.5, 0.4, 0.5], [0.0, 0.1, 0.1], [0.0, 0.0, 0.0], [-0.2, -0.2, 0.1], [0.0, 0.0, 0.0], [0.0, -0.1, 0.0], [0.0, 0.0, 0.0], [-0.1, -0.2, 0.0], [0.0, 0.0, 0.0], [0.0, 0.1, 0.0], [0.0, 0.0, 0.0], [0.0, 0.0, 0.0], [0.0, 0.0, 0.0], [-0.1, -0.2, -0.2], [0.0, 0.0, 0.0], [1.2, -0.2, 1.0], [0.1, -0.1, 0.1], [0.1, 0.2, -1.0], [0.0, 0.0, 0.0], [0.2, -0.1, 0.0], [0.1, -0.1, 0.0], [0.0, 0.1, -0.1], [-0.1, 0.0, 0.0], [-0.1, 0.0, 0.0], [0.1, 0.0, 0.0], [0.0, 0.0, 0.0], [0.0, 0.0, 0.0], [0.0, 0.0, 0.0], [-0.1, 0.0, 0.0], [0.0, 0.0, 0.0], [-0.1, 0.3, 0.0], [0.0, 0.0, 0.0], [0.0, 0.0, 0.0], [0.0, 0.1, 0.0], [0.0, 0.1, -0.1], [0.0, 0.1, 0.0], [0.0, 0.0, 0.0], [0.0, 0.0, 0.0], [0.0, 0.0, 0.0], [-0.1, 0.1, -0.5], [0.0, 0.0, 0.0], [0.1, -0.1, 0.1], [0.1, 0.0, 0.0], [0.0, 0.0, 0.0], [0.0, 0.0, 0.0], [0.0, -0.1, 0.0], [0.0, 0.0, 0.0], [0.0, -0.3, 0.2], [0.4, -0.4, 0.0], [-0.2, -0.1, 0.0], [-0.2, 0.6, -0.2], [0.0, 0.0, 0.0], [-0.1, 0.0, 0.0], [0.0, 0.0, -0.1], [0.4, -0.2, -0.8], [0.0, 0.0, 0.0], [-0.6, 0.5, -0.5], [0.0, 0.0, 0.0], [0.0, 0.0, 0.0], [0.0, 0.0, 0.0], [0.0, -0.1, -0.1], [0.0, 0.0, 0.0], [-0.1, 0.0, 0.1], [0.0, 0.0, 0.0], [0.0, 0.0, 0.0], [0.0, 0.0, 0.0], [0.0, 0.0, 0.1], [0.0, 0.0, 0.0], [0.0, 0.0, 0.0], [0.0, 0.0, 0.0], [0.0, 0.3, -0.1], [0.0, 0.0, 0.0], [0.2, -0.2, 0.0], [0.0, 0.0, 0.0], [0.0, 0.0, 0.0], [0.0, 0.0, 0.0]],
  "lowdin_spin": [0.00, 0.00, 0.00, 0.00, 0.00, 0.00, 0.00, -0.01, 0.02, 0.00, 0.00, 0.00, 0.00, 0.00, 0.00, 0.00, 0.00, 0.00, 0.00, 0.00, 0.00, 0.01, 0.00, 0.00, 0.00, 0.00, 0.00, 0.00, 0.00, 0.00, 0.00, 0.00, 0.00, 0.00, 0.00, 0.00, 0.00, 0.00, 0.00, 0.00, 0.00, 0.00, 0.00, 0.00, 0.00, 0.00, 0.00, 0.00, 0.00, 0.00, 0.00, 0.80, 0.00, 0.05, 0.00, 0.00, 0.00, 0.00, 0.00, 0.00, 0.00, 0.00, 0.00, 0.00, 0.00, 0.00, 0.02, 0.00, 0.00, 0.00, 0.00, 0.00, 0.00, 0.00, 0.00, 0.01, 0.00, 0.01, 0.00, 0.00, 0.00, 0.00, 0.00, 0.00, 0.01, 0.00, 0.02, 0.00, 0.00, 0.00, -0.01, 0.00, 0.02, 0.00, 0.00, 0.00, 0.00, 0.00, 0.01, 0.00, 0.00, 0.00, 0.00, 0.00, 0.00, 0.00, 0.00, 0.00, 0.00, 0.00, 0.00, 0.00]
}